Record 1
Formula: C4H11N3
Source: OMol25
Level of theory: the ωB97M-V functional and the def2-TZVPD basis

structure (SMILES): N/C=N\CCCN
energy above the lowest of the compared OMol25 structures with the same formula, charge and spin: 36.4 kcal/mol
electronic energy: -323.248458 Eh
spin multiplicity: 1

Positions of all 18 atoms, in Å:
N: -1.611 1.598 1.145
C: -1.685 0.882 -0.074
N: -0.772 0.565 -0.858
C: 0.611 0.912 -0.566
C: 1.268 -0.127 0.374
C: 0.757 -1.574 0.221
N: 0.515 -1.916 -1.163
H: -0.871 2.271 1.162
H: -2.494 2.033 1.357
H: -2.696 0.600 -0.304
H: 0.594 1.854 -0.053
H: 1.197 0.988 -1.459
H: 2.325 -0.202 0.071
H: 1.345 0.134 1.430
H: 1.592 -2.195 0.569
H: -0.043 -1.790 0.937
H: 0.049 -2.811 -1.195
H: -0.080 -1.219 -1.594


Record 2
Formula: C4H11N3
Source: OMol25
Level of theory: the ωB97M-V functional and the def2-TZVPD basis

energy above the lowest of the compared OMol25 structures with the same formula, charge and spin: 93.3 kcal/mol
electronic energy: -323.157925 Eh
spin multiplicity: 1

Positions of all 18 atoms, in Å:
C: -1.323 -0.267 0.451
C: 0.893 1.244 0.723
C: 1.756 0.064 0.752
C: -0.292 0.438 -0.412
N: -1.998 -1.330 -0.290
N: 1.077 -0.722 -0.604
N: -0.740 1.031 -1.460
H: -0.004 1.364 -2.079
H: -2.938 -1.462 0.078
H: -2.124 -1.103 -1.268
H: 0.863 -1.720 -0.553
H: 1.584 -0.451 -1.441
H: -0.826 -0.736 1.298
H: -2.005 0.490 0.870
H: 1.310 2.097 0.194
H: 0.386 1.489 1.651
H: 1.568 -0.634 1.563
H: 2.813 0.207 0.526


Record 3
Formula: C4H11N3
Source: OMol25
Level of theory: the ωB97M-V functional and the def2-TZVPD basis

structure (SMILES): N/C=C(\N)CCN
energy above the lowest of the compared OMol25 structures with the same formula, charge and spin: 41.7 kcal/mol
electronic energy: -323.240020 Eh
spin multiplicity: 1

Positions of all 18 atoms, in Å:
N: 1.021 -2.199 -1.222
C: 0.319 -0.979 -1.059
C: -0.155 -0.605 0.129
N: 0.309 -1.229 1.308
C: -1.156 0.520 0.327
C: -0.575 1.859 -0.157
N: 0.782 2.091 0.359
H: 0.537 -2.995 -0.834
H: 1.293 -2.445 -2.162
H: 0.359 -0.312 -1.910
H: -0.433 -1.618 1.870
H: 1.128 -1.801 1.186
H: -2.051 0.267 -0.238
H: -1.253 0.631 1.404
H: -0.608 1.954 -1.239
H: -1.256 2.619 0.242
H: 1.002 1.348 1.019
H: 0.738 2.895 0.978


Record 4
Formula: C4H11N3
Source: OMol25
Level of theory: the ωB97M-V functional and the def2-TZVPD basis

structure (SMILES): [H]/N=C(\N)NCCC
energy above the lowest of the compared OMol25 structures with the same formula, charge and spin: 62.3 kcal/mol
electronic energy: -323.207237 Eh
spin multiplicity: 1

Positions of all 18 atoms, in Å:
H: -2.837 2.546 -0.759
N: -1.936 2.259 -1.158
C: -1.481 1.380 -0.347
N: -2.065 1.329 0.903
N: -0.326 0.670 -0.332
C: -0.008 -0.575 0.486
C: 1.118 -1.437 0.020
C: 2.304 -0.846 -0.537
H: -1.490 1.704 1.629
H: -2.445 0.337 1.133
H: -0.148 0.403 -1.326
H: 0.069 -0.447 1.550
H: -0.910 -1.130 0.436
H: 0.642 -2.214 -0.734
H: 1.453 -1.944 1.011
H: 2.221 -0.444 -1.491
H: 2.627 -0.009 0.116
H: 3.212 -1.584 -0.600


Record 5
Formula: C4H11N3
Source: OMol25
Level of theory: the ωB97M-V functional and the def2-TZVPD basis

structure (SMILES): [H]/N=N/C.C/C=C/N
energy above the lowest of the compared OMol25 structures with the same formula, charge and spin: 100.3 kcal/mol
electronic energy: -323.146777 Eh
spin multiplicity: 1

Positions of all 18 atoms, in Å:
H: 1.839 -0.731 -1.868
N: 2.247 -0.380 -0.995
N: 1.455 0.507 -0.511
C: 1.829 0.992 0.773
H: 2.462 1.889 0.591
H: 1.078 1.360 1.447
H: 2.436 0.293 1.356
C: -1.975 1.148 -0.498
C: -1.143 -0.108 -0.592
C: -0.950 -0.962 0.421
N: -0.184 -2.174 0.493
H: -1.663 2.073 -1.221
H: -2.181 1.415 0.579
H: -2.904 0.970 -0.907
H: -0.957 -0.341 -1.687
H: -1.132 -0.705 1.486
H: -0.031 -2.519 1.413
H: -0.226 -2.725 -0.280


Record 6
Formula: C4H11N3
Source: OMol25
Level of theory: the ωB97M-V functional and the def2-TZVPD basis

structure (SMILES): [H]/N=C/NCCCN
energy above the lowest of the compared OMol25 structures with the same formula, charge and spin: 45.6 kcal/mol
electronic energy: -323.233841 Eh
spin multiplicity: 1

Positions of all 18 atoms, in Å:
H: 2.750 3.030 0.443
N: 1.847 2.699 0.115
C: 1.951 1.491 -0.276
N: 0.909 0.601 -0.235
C: -0.476 1.037 -0.216
C: -1.332 -0.067 0.409
C: -1.192 -1.448 -0.283
N: -0.249 -2.275 0.529
H: 2.873 1.046 -0.660
H: 0.984 -0.321 0.164
H: -0.673 1.907 0.414
H: -0.844 1.268 -1.220
H: -2.394 0.179 0.367
H: -0.998 -0.135 1.444
H: -0.782 -1.302 -1.284
H: -2.160 -1.929 -0.400
H: 0.462 -2.627 -0.112
H: -0.676 -3.155 0.801


Record 7
Formula: C4H11N3
Source: OMol25
Level of theory: the ωB97M-V functional and the def2-TZVPD basis

structure (SMILES): C/C=N\CC(N)N
energy above the lowest of the compared OMol25 structures with the same formula, charge and spin: 41.9 kcal/mol
electronic energy: -323.239758 Eh
spin multiplicity: 1

Positions of all 18 atoms, in Å:
C: -1.802 -1.121 0.668
C: -1.107 -0.046 1.457
N: -0.523 1.004 1.061
C: -0.203 1.254 -0.300
C: 1.255 0.618 -0.687
N: 1.833 -0.200 0.349
N: 1.095 -0.115 -1.914
H: -1.582 -1.081 -0.395
H: -1.506 -2.095 1.052
H: -2.881 -1.029 0.808
H: -1.277 -0.098 2.530
H: -0.158 2.339 -0.431
H: -0.916 0.832 -1.017
H: 1.933 1.457 -0.871
H: 2.082 0.373 1.148
H: 1.140 -0.879 0.695
H: 0.640 -1.006 -1.750
H: 1.978 -0.209 -2.403


Record 8
Formula: C4H11N3
Source: OMol25
Level of theory: the ωB97M-V functional and the def2-TZVPD basis

structure (SMILES): C/N=C(/C)N(C)N
energy above the lowest of the compared OMol25 structures with the same formula, charge and spin: 110.6 kcal/mol
electronic energy: -323.130250 Eh
spin multiplicity: 1

Positions of all 18 atoms, in Å:
C: -0.705 1.097 1.765
N: -0.372 1.780 0.104
C: 0.052 0.783 -0.530
C: 0.466 0.759 -1.984
N: 0.135 -0.498 0.168
C: -0.790 -1.561 -0.191
N: 1.307 -0.876 0.865
H: 0.141 1.555 2.269
H: -0.913 0.110 2.177
H: -1.618 1.662 1.928
H: 1.427 0.249 -2.107
H: -0.279 0.222 -2.580
H: 0.540 1.781 -2.357
H: -0.676 -1.846 -1.244
H: -0.640 -2.458 0.413
H: -1.809 -1.203 -0.032
H: 1.866 -1.513 0.294
H: 1.867 -0.044 1.042


Q: Which value of electronic energy does entry 3 give?
A: -323.240020 Eh